This record from OMol25 describes one molecule with the formula C3H3NO2 in a non-equilibrium geometry. The level of theory is ωB97M-V with the def2-TZVPD basis set.

Each line ends with the Mulliken charge.
Atoms and positions in Å:
1 C 0.72 -0.07 -0.11  0.512
2 C -0.17 1.03 0.01  -0.222
3 C -1.29 -0.70 -0.02  0.008
4 H 2.47 -0.72 0.38  0.391
5 H 0.02 2.06 0.22  0.405
6 H -2.33 -1.20 -0.15  0.296
7 N -0.01 -1.10 -0.03  -0.572
8 O 2.02 0.10 -0.16  -0.537
9 O -1.42 0.60 -0.14  -0.281

- strongest force on any atom (eV Å⁻¹) = 6.8
- energy above the lowest of the compared OMol25 structures with the same formula, charge and spin (eV) = 2.488
- charge = 0
- SMILES = Oc1cocn1
- E_tot (eV) = -8742.6433
- HOMO level (Ha) = -0.31031
- LUMO (eV) = 0.733
- spin multiplicity = 1